# 1
{
  "formula": "C9H34N6O8",
  "method": "ωB97M-V/def2-TZVPD",
  "symbols": ["C", "C", "O", "H", "H", "H", "H", "H", "H", "C", "O", "N", "N", "H", "H", "H", "H", "C", "O", "N", "N", "H", "H", "H", "H", "C", "O", "N", "N", "H", "H", "H", "H", "C", "O", "H", "H", "H", "H", "C", "O", "H", "H", "H", "H", "C", "O", "H", "H", "H", "H", "C", "O", "H", "H", "H", "H"],
  "xyz": [[0.091, 2.821, 0.644], [-0.468, 1.656, 0.007], [0.113, 0.458, 0.463], [1.190, 2.790, 0.556], [-0.126, 2.741, 1.713], [-0.250, 3.809, 0.290], [-0.458, 1.635, -1.016], [-1.598, 1.615, 0.203], [-0.246, 0.081, 1.229], [2.509, 0.304, 2.975], [1.398, -0.033, 3.680], [2.500, 0.908, 1.844], [3.674, 0.271, 3.524], [3.290, 1.499, 1.595], [1.596, 1.110, 1.348], [3.579, 0.027, 4.471], [4.603, 0.511, 3.173], [-4.464, -0.036, -1.236], [-5.548, 0.490, -0.636], [-4.359, -0.274, -2.546], [-3.404, -0.464, -0.688], [-5.133, -0.076, -3.225], [-3.622, -0.730, -3.063], [-3.440, -0.476, 0.307], [-2.561, -0.637, -1.233], [-0.860, -0.980, -2.752], [-0.024, 0.189, -2.981], [-1.627, -1.468, -3.656], [-1.056, -1.480, -1.545], [-1.518, -1.103, -4.641], [-2.240, -2.299, -3.596], [-0.536, -0.854, -0.960], [-1.694, -2.201, -1.236], [2.169, 2.844, -2.479], [2.089, 1.802, -3.440], [3.247, 2.983, -2.324], [1.827, 2.529, -1.487], [1.680, 3.771, -2.799], [1.321, 1.249, -3.336], [1.035, -2.829, 1.755], [0.123, -3.801, 1.939], [1.179, -2.185, 2.659], [0.643, -2.202, 0.970], [2.062, -3.141, 1.381], [0.143, -4.311, 1.077], [-2.416, -0.197, 2.886], [-1.377, -0.847, 2.213], [-3.076, -0.895, 3.416], [-2.932, 0.571, 2.264], [-1.903, 0.458, 3.675], [-1.403, -1.767, 2.449], [2.563, -0.689, -0.948], [3.591, -0.683, 0.011], [2.435, 0.341, -1.256], [1.640, -1.104, -0.582], [2.948, -1.239, -1.869], [3.129, -0.473, 0.809]],
  "homo_lumo_gap_ev": 9.24,
  "e_tot_ha": -1293.624427,
  "smiles": "NC(N)=O.NC(N)=O.NC(N)=O.CCO.CO.CO.CO.CO",
  "relative_energy_kj_mol": 675.4,
  "fmax_ha_per_bohr": 0.1603,
  "spin_multiplicity": 1
}

---

# 2
{
  "formula": "C9H34NO6",
  "method": "ωB97M-V/def2-TZVPD",
  "symbols": ["N", "H", "H", "H", "H", "C", "C", "C", "O", "H", "H", "H", "H", "H", "H", "H", "H", "C", "C", "C", "O", "H", "H", "H", "H", "H", "H", "H", "H", "C", "C", "C", "O", "H", "H", "H", "H", "H", "H", "H", "H", "O", "H", "H", "O", "H", "H", "O", "H", "H"],
  "xyz": [[0.236, 1.208, 0.272], [-0.247, 0.542, -0.363], [1.048, 0.735, 0.720], [-0.454, 1.580, 0.948], [0.604, 2.011, -0.268], [-2.714, -0.701, -2.943], [-2.281, -0.484, -1.503], [-3.023, -1.406, -0.543], [-0.852, -0.710, -1.389], [-2.226, -1.561, -3.403], [-2.526, 0.195, -3.537], [-3.788, -0.875, -3.030], [-2.465, 0.535, -1.160], [-4.093, -1.182, -0.580], [-2.713, -1.240, 0.492], [-2.929, -2.467, -0.778], [-0.672, -1.570, -1.782], [-0.965, -1.315, 3.468], [-2.105, -1.793, 4.356], [-3.464, -1.574, 3.702], [-1.943, -3.171, 4.673], [-0.007, -1.321, 3.983], [-1.158, -0.296, 3.127], [-0.932, -1.910, 2.548], [-2.049, -1.257, 5.304], [-4.273, -1.732, 4.410], [-3.594, -2.314, 2.904], [-3.547, -0.604, 3.205], [-1.825, -3.649, 3.846], [2.892, 0.733, -2.351], [4.079, 0.808, -3.285], [5.300, 1.417, -2.609], [4.366, -0.511, -3.731], [2.611, 1.728, -2.013], [3.113, 0.086, -1.497], [2.012, 0.298, -2.835], [3.778, 1.426, -4.143], [5.567, 0.791, -1.754], [5.142, 2.431, -2.238], [6.137, 1.432, -3.307], [4.953, -0.468, -4.491], [-1.906, 1.869, 1.975], [-2.828, 1.597, 2.032], [-1.588, 1.848, 2.885], [1.063, 3.490, -1.174], [0.468, 3.510, -1.933], [1.641, 4.250, -1.298], [2.479, 0.057, 1.457], [3.064, -0.673, 1.232], [2.610, 0.203, 2.400]],
  "homo_lumo_gap_ev": 9.88,
  "charge": 1,
  "e_tot_ha": -869.287953,
  "relative_energy_kj_mol": 43.3,
  "fmax_ha_per_bohr": 0.0241,
  "spin_multiplicity": 1
}

---

# 3
{
  "formula": "C9H34O9",
  "method": "ωB97M-V/def2-TZVPD",
  "symbols": ["C", "O", "H", "H", "H", "H", "C", "O", "H", "H", "H", "H", "C", "O", "H", "H", "H", "H", "C", "O", "H", "H", "H", "H", "C", "O", "H", "H", "H", "H", "C", "O", "H", "H", "H", "H", "C", "O", "H", "H", "H", "H", "C", "C", "O", "O", "H", "H", "H", "H", "H", "H"],
  "xyz": [[-12.370, 11.602, -26.779], [-12.568, 10.294, -27.312], [-11.481, 12.073, -27.194], [-13.226, 12.233, -27.030], [-12.229, 11.575, -25.695], [-13.407, 9.988, -26.957], [-9.128, 11.990, -24.861], [-9.595, 13.265, -25.301], [-9.482, 11.804, -23.852], [-9.286, 11.207, -25.599], [-8.040, 12.095, -24.733], [-9.147, 13.600, -26.078], [-10.599, 15.697, -29.859], [-10.770, 14.526, -29.083], [-9.537, 15.854, -30.034], [-11.037, 15.584, -30.861], [-11.072, 16.585, -29.427], [-11.730, 14.382, -29.013], [-17.044, 13.036, -23.715], [-16.433, 11.854, -23.227], [-16.325, 13.662, -24.253], [-17.842, 12.743, -24.394], [-17.478, 13.694, -22.959], [-15.595, 12.146, -22.821], [-13.272, 12.058, -21.422], [-13.952, 13.016, -22.225], [-13.861, 11.821, -20.539], [-13.086, 11.153, -22.002], [-12.337, 12.500, -21.063], [-13.380, 13.291, -22.966], [-16.168, 15.831, -21.153], [-15.314, 15.795, -22.299], [-15.508, 15.929, -20.277], [-16.853, 16.670, -21.178], [-16.656, 14.863, -21.012], [-14.898, 14.926, -22.319], [-12.647, 14.842, -25.149], [-12.180, 13.994, -24.108], [-12.403, 14.584, -26.179], [-13.726, 14.891, -24.999], [-12.294, 15.859, -24.946], [-11.262, 13.736, -24.264], [-15.458, 15.437, -28.136], [-14.325, 15.241, -29.149], [-13.584, 14.050, -28.894], [-15.971, 16.753, -28.159], [-15.076, 15.257, -27.125], [-16.226, 14.708, -28.393], [-13.577, 16.039, -29.131], [-14.732, 15.286, -30.165], [-14.104, 13.278, -29.144], [-15.280, 17.376, -27.921]],
  "homo_lumo_gap_ev": 10.14,
  "e_tot_ha": -1040.317591,
  "smiles": "OCCO.CO.CO.CO.CO.CO.CO.CO",
  "relative_energy_kj_mol": 0.0,
  "fmax_ha_per_bohr": 0.0409,
  "spin_multiplicity": 1
}

---

# 4
{
  "formula": "C9H35N11O8",
  "method": "ωB97M-V/def2-TZVPD",
  "symbols": ["C", "O", "N", "N", "H", "H", "H", "H", "C", "O", "N", "N", "H", "H", "H", "H", "C", "O", "N", "N", "H", "H", "H", "H", "C", "O", "N", "N", "H", "H", "H", "H", "C", "O", "N", "N", "H", "H", "H", "H", "C", "C", "C", "O", "C", "N", "H", "H", "H", "H", "H", "H", "H", "H", "H", "H", "H", "O", "H", "H", "O", "H", "H"],
  "xyz": [[-2.203, 3.102, 3.439], [-1.349, 3.674, 4.105], [-1.969, 2.587, 2.218], [-3.479, 2.965, 3.879], [-1.037, 2.478, 1.852], [-2.806, 2.480, 1.673], [-3.599, 3.022, 4.877], [-4.041, 2.251, 3.441], [-2.195, -1.127, 3.946], [-3.405, -1.096, 4.240], [-1.672, -0.456, 2.922], [-1.384, -2.023, 4.520], [-0.680, -0.570, 2.753], [-2.165, 0.236, 2.390], [-1.766, -2.634, 5.219], [-0.384, -1.934, 4.464], [-0.712, 1.692, -4.438], [-0.649, 2.915, -4.372], [-0.110, 0.879, -3.523], [-1.173, 1.036, -5.490], [0.054, -0.084, -3.756], [0.514, 1.310, -2.859], [-1.101, 0.049, -5.649], [-1.437, 1.617, -6.270], [2.506, 2.738, -2.289], [1.462, 2.510, -1.682], [2.589, 3.192, -3.550], [3.754, 2.608, -1.761], [3.473, 3.452, -3.942], [1.762, 3.320, -4.117], [3.902, 2.445, -0.780], [4.542, 2.902, -2.306], [-2.678, 2.841, -1.082], [-2.748, 1.746, -1.615], [-3.603, 3.343, -0.207], [-1.633, 3.683, -1.308], [-3.589, 4.326, -0.007], [-4.345, 2.728, 0.078], [-0.845, 3.489, -1.903], [-1.721, 4.561, -0.827], [0.789, -5.992, 0.667], [2.160, -5.453, 0.097], [2.116, -3.950, -0.035], [1.181, -3.561, -1.005], [1.326, -2.191, -1.374], [3.294, -5.946, 0.883], [0.131, -5.358, 1.260], [0.854, -6.980, 1.125], [0.191, -6.219, -0.219], [2.284, -5.890, -0.894], [3.106, -3.532, -0.264], [1.973, -3.488, 0.951], [2.356, -2.007, -1.688], [0.930, -1.532, -0.601], [0.762, -1.981, -2.284], [4.150, -5.478, 0.612], [3.261, -5.939, 1.892], [0.329, 1.332, 0.495], [0.517, 1.944, -0.236], [-0.041, 0.552, 0.068], [1.076, -0.373, 2.832], [1.253, 0.315, 2.178], [1.923, -0.526, 3.261]],
  "homo_lumo_gap_ev": 8.96,
  "e_tot_ha": -1568.322346,
  "smiles": "COC[C@H](C)N.NC(N)=O.NC(N)=O.NC(N)=O.NC(N)=O.NC(N)=O.O.O",
  "fmax_ha_per_bohr": 0.0663,
  "spin_multiplicity": 1
}